(1)
Entry from OMol25: C37H44BeCl2NO3Se as an isolated structure (wB97M-V/def2-TZVPD).

Each line ends with the Mulliken charge.
CARTESIAN COORDINATES (ANGSTROEM)
H (-1.72592, -4.19270, 4.64218)  0.3886
H (-0.86349, -0.71751, 3.49935)  0.2102
C (3.50012, -1.72572, 4.46413)  -1.2883
H (6.29271, -4.71188, -2.34848)  0.4380
H (2.40463, -2.65643, 1.39297)  0.4585
C (0.19809, -4.31380, -0.10906)  0.0206
C (6.83925, -2.06979, -2.34610)  -1.7281
H (-3.81052, -2.48069, 2.05117)  0.4397
H (7.70104, -2.70709, -2.56467)  0.4762
H (-1.90244, -7.09785, 1.89359)  0.2913
H (-3.14300, -3.17385, 4.89299)  0.4702
C (2.28758, -1.39106, -1.10268)  -0.6297
H (5.86476, -0.39566, -0.25756)  0.3317
H (0.92619, -8.20496, -0.22102)  0.4440
H (6.36801, -1.79005, -3.29028)  0.3543
C (-1.96803, -2.56150, 3.20214)  2.4796
C (3.14600, 2.55199, 0.72879)  -1.9697
C (1.07680, 0.96127, 3.45754)  0.7256
H (2.39783, 2.22963, 1.44621)  0.1490
H (-1.93548, -7.13790, 0.13086)  0.3564
Se (0.50822, -1.90357, -1.60443)  0.2239
C (2.48820, -0.19489, -0.38167)  1.8768
O (1.46189, 0.48893, 0.07331)  -0.8065
O (-0.67439, -0.99898, 1.13615)  -0.7607
H (1.81103, -6.50704, 2.16483)  0.3284
H (7.20590, -1.15742, -1.87366)  0.2808
C (4.64744, -1.90190, -1.13778)  -0.6045
C (6.53562, -3.19391, -0.13202)  -1.5922
C (-0.21918, -5.13132, 0.92483)  -0.5627
Be (0.58122, -0.04840, 1.26963)  -1.0122
H (2.62290, 2.76633, -0.20247)  0.3241
C (0.01407, -6.64054, 0.95100)  2.0408
C (2.51469, -2.07732, 2.30287)  -0.2826
H (3.60315, 3.47732, 1.09414)  0.5154
C (0.00125, -2.93515, -0.06693)  -0.6009
C (3.33958, -2.22373, -1.46254)  0.0561
H (4.16471, 0.73426, 2.55087)  0.0227
H (4.16345, -2.01954, 5.26684)  0.4149
H (5.84672, -3.73890, 0.51713)  0.2993
C (-2.52229, -3.64753, 4.12943)  -2.3753
C (-1.13666, -3.15183, 2.05809)  -0.3394
N (1.80686, -0.97820, 2.39734)  1.8011
H (4.93307, -3.88008, -3.11125)  0.3921
C (3.83272, 0.20118, -0.14236)  -0.2974
H (2.01883, 2.17614, 6.49305)  0.4751
H (4.71899, -4.67342, -1.54600)  0.3360
C (3.38208, -2.48702, 3.33364)  -1.5715
C (-1.13386, -1.60430, 4.06385)  -1.7400
C (4.88870, 1.21808, 1.89327)  -1.1616
H (3.10039, -3.13669, -1.99150)  0.4300
C (2.75030, -0.53558, 4.58461)  0.0486
C (1.99491, 1.49259, 5.65526)  -0.4486
H (1.01142, -8.08854, 2.23380)  0.4588
H (5.75493, 0.55869, 1.80359)  0.2281
C (-0.60234, -2.30855, 1.03886)  1.4274
H (3.94876, -3.40034, 3.21517)  0.5608
C (1.91187, -0.21165, 3.50651)  -0.0184
H (6.87800, -2.31222, 0.41172)  0.2960
H (5.21353, 2.14513, 2.37457)  0.5216
H (-0.22328, -2.09503, 4.41993)  0.2063
H (0.21372, -6.91984, -1.20210)  0.3934
H (0.69165, -4.72129, -0.98135)  0.4098
H (5.63819, 3.14177, 0.09921)  0.4808
C (5.31970, 2.20398, -0.36334)  -1.8765
C (1.15905, 1.79235, 4.56577)  -0.1399
H (1.74877, -6.64812, -0.36877)  0.3348
H (-1.71401, -1.29215, 4.93748)  0.6132
H (-3.75718, -1.35750, 3.42017)  0.4376
H (6.20773, 1.58885, -0.51269)  0.2872
H (-3.14476, -4.36668, 3.59174)  0.4332
Cl (0.20172, 3.23877, 4.61536)  -0.2684
O (0.34400, 1.12656, 2.41486)  -0.8555
Cl (3.78971, 0.03886, 7.05277)  -0.3032
H (4.90002, 2.43262, -1.34517)  0.4049
H (7.40264, -3.83124, -0.32867)  0.4680
C (-3.16573, -1.80017, 2.61327)  -1.9571
C (2.76775, 0.36677, 5.67547)  0.5410
C (4.26238, 1.52174, 0.52403)  2.0660
C (4.84632, -0.67868, -0.50025)  -0.1790
C (5.83924, -2.80635, -1.44443)  2.0092
C (-1.33104, -7.37807, 1.00760)  -1.7056
H (-1.27891, -5.14629, 2.77174)  0.3405
C (0.77023, -7.12536, -0.28584)  -2.1397
C (5.41422, -4.09165, -2.15454)  -2.1365
C (-0.90563, -4.51500, 1.97619)  0.0488
C (0.84144, -7.00879, 2.19083)  -1.6043
H (-1.17446, -8.46040, 1.03478)  0.4756
H (0.33537, -6.70801, 3.10931)  0.2912
H (-2.82913, -1.00587, 1.95057)  0.3216

Results
Lowest unoccupied orbital energy in eV: 2.37
Net charge: -1
Electronic energy in eV: -137517.7370
Orbital gap in eV: 7.387
Multiplicity: 1

---

(2)
Entry from OMol25: C4H6LiO7 as an isolated structure (wB97M-V/def2-TZVPD).

Each line ends with the Mulliken charge.
CARTESIAN COORDINATES (ANGSTROEM)
O (1.52414, 2.38674, -0.56893)  -0.5235
H (1.53477, 3.26892, -0.94755)  0.2811
O (-0.91610, -2.37644, -2.41063)  -0.9662
O (-1.26076, -0.22029, -1.85372)  -0.7238
C (0.20940, 2.05797, -0.18093)  -0.4476
H (0.76011, -0.01729, -0.37719)  0.3511
C (0.98480, -0.60212, 2.25482)  0.7265
O (0.91219, 0.54213, 1.63184)  -0.4128
C (0.14271, 0.61842, 0.27346)  -0.3207
O (-2.83729, -1.77678, -1.49687)  -0.9638
H (-0.88683, 0.39756, 0.58829)  0.3775
O (0.11947, -1.11080, 2.93677)  -0.5864
H (2.26229, -1.95769, 2.56844)  0.3156
H (-0.49912, 2.18465, -1.01687)  0.3782
H (-0.14677, 2.71651, 0.63039)  0.2597
C (-1.66745, -1.42539, -1.93906)  0.8828
Li (-2.41613, -3.52889, -2.12807)  0.8039
O (2.18057, -1.15720, 2.03580)  -0.4314

Results
Lowest unoccupied orbital energy in eV: 2.22
Net charge: -1
Electronic energy in eV: -18785.2610
Energy relative to the best compared isomer or geometry (same formula, charge and spin) in kcal/mol: 4.5
Orbital gap in eV: 5.577
Multiplicity: 1

---

Q: Among the records above, which one has the highest electronic energy?
A: C4H6LiO7

---

Q: Which of these has the lowest electronic energy?
A: C37H44BeCl2NO3Se

---

Q: Which of these has the highest orbital gap?
A: C37H44BeCl2NO3Se